Entry from OMol25: 2 unconnected molecules or ions with the total composition C2H6N2OPS in a non-equilibrium geometry (ωB97M-V with the def2-TZVPD basis set).

Geometry as XYZ:
```
13
Properties=species:S:1:pos:R:3:forces:R:3
C 1.27479 -0.26631 -0.10954 -0.34 -0.13 0.95
C -2.37454 1.48157 -0.08503 0.85 1.39 0.70
N 0.78768 -1.50820 0.13294 -2.68 1.78 -0.97
N 2.48995 0.10566 0.32889 -1.74 -2.58 -0.29
O -2.02977 -1.12090 -0.43513 2.06 -2.59 0.65
P -2.89121 -0.00443 -0.69404 -2.53 0.88 -1.43
S 0.54425 1.13354 -0.82109 -1.45 -0.27 -0.16
H -2.20109 1.47866 0.99901 0.07 0.19 -0.22
H -2.80523 2.39477 -0.50405 0.23 -0.12 0.12
H 1.42681 -2.21810 0.20291 2.25 -1.82 0.65
H -0.19778 -1.94814 -0.01696 1.83 2.31 -0.10
H 3.05668 -0.46702 0.87391 0.88 -1.57 0.94
H 2.91944 0.93890 0.12818 0.59 2.52 -0.84
```
Forces are in eV/Å.

The HOMO-LUMO gap (spin up / spin down) is 6.16 / 7.44 eV. The value obtained for the LUMO energy (spin up / spin down) is -7.2512 / -6.2075 eV. The calculation puts the energy relative to the best compared isomer or geometry (same formula, charge and spin) at 275.2 kJ/mol. The HOMO energy (spin up / spin down) comes out at -0.4928 / -0.5015 hartree. As for the total charge: +1.